(1)
A molecular structure, C38H48N6O4V, computed with the ωB97M-V functional and the def2-TZVPD basis.

## Properties
Highest occupied orbital energy (alpha / beta), eV: -10.404 / -11.255
Orbital gap (alpha / beta), eV: 6.168 / 6.135
Total charge: +1
<S²>: 2.06
Spin multiplicity: 3

The geometry in XYZ format:
```
97
Properties=species:S:1:pos:R:3:forces:R:3
V -2.106803 -0.307911 -0.150229 -0.024 -0.153 0.332
C 3.832921 -0.396052 -5.031778 -0.013 0.001 -0.021
C 3.641436 -0.455129 -3.515948 -0.021 0.011 0.004
C 4.439984 0.695415 -2.886072 0.017 0.007 0.009
C 4.186140 -1.795834 -3.003521 0.031 -0.008 0.009
C 2.170832 -0.335380 -3.110250 0.039 -0.012 0.084
C 1.848973 -0.249848 -1.771053 -0.012 -0.006 -0.042
C 0.502349 -0.144707 -1.384727 0.197 0.059 -0.216
N -0.039352 -0.063855 -0.152023 -0.246 -0.118 0.047
C 0.525727 -0.104807 1.090931 0.124 0.134 0.080
C 1.849147 0.106348 1.469127 0.027 0.015 0.084
C 2.197217 0.031838 2.812760 0.019 -0.001 -0.095
C 1.200070 -0.247961 3.744652 -0.098 -0.007 0.034
C -0.156097 -0.441216 3.434137 0.262 0.054 -0.067
C -0.453272 -0.351782 2.086809 -0.442 -0.092 0.005
O -1.711049 -0.469749 1.567061 0.255 0.178 -0.136
C -1.136501 -0.692572 4.581008 -0.024 0.012 -0.028
C -2.582026 -0.928786 4.135600 -0.016 -0.014 0.010
C -1.120155 0.532924 5.507412 -0.019 0.004 0.021
C -0.674849 -1.934507 5.358004 -0.018 -0.009 0.022
C 3.651351 0.277603 3.213674 0.004 0.008 0.008
C 4.549481 -0.743642 2.501518 0.020 0.004 -0.012
C 3.867145 0.144206 4.720937 -0.005 0.001 0.013
C 4.054634 1.697215 2.789949 0.024 0.014 -0.001
C -0.502713 -0.164482 -2.389941 -0.416 -0.002 -0.029
O -1.764499 -0.100500 -1.895474 0.190 0.162 0.040
C -0.223972 -0.283602 -3.745630 0.235 0.035 0.071
C 1.133886 -0.345931 -4.060567 -0.101 -0.011 -0.027
C -1.323074 -0.366951 -4.802305 -0.001 -0.004 0.010
C -2.198480 -1.600980 -4.532162 -0.005 -0.026 -0.020
C -2.180737 0.905627 -4.765536 -0.029 -0.005 0.015
C -0.739965 -0.501924 -6.209845 -0.005 0.012 -0.019
H 4.897401 -0.440479 -5.262279 0.005 -0.005 0.009
H 3.442158 0.531816 -5.454140 0.006 0.008 0.001
H 3.356585 -1.236708 -5.539345 -0.007 -0.005 0.006
H 5.474748 0.659179 -3.229312 0.003 -0.008 0.005
H 4.457167 0.634530 -1.796790 -0.016 0.001 0.007
H 4.022606 1.664345 -3.164551 0.000 0.000 -0.019
H 5.243166 -1.891734 -3.257282 0.001 0.002 -0.007
H 3.651824 -2.634676 -3.452866 -0.013 0.005 -0.005
H 4.094170 -1.878157 -1.919183 0.002 0.002 0.004
H 2.629857 -0.293144 -1.030866 -0.011 -0.004 0.002
H 2.595125 0.376500 0.740305 -0.007 -0.002 -0.010
H 1.476815 -0.301896 4.786673 0.011 -0.001 0.004
H -3.002969 -0.067129 3.617590 0.001 0.012 0.003
H -3.187678 -1.109185 5.025016 -0.004 -0.005 -0.003
H -2.676083 -1.797438 3.484030 0.009 0.000 0.001
H -1.443449 1.430709 4.975565 0.003 0.005 -0.007
H -0.129218 0.726339 5.918313 0.009 -0.003 -0.006
H -1.801366 0.370265 6.344302 -0.004 -0.006 0.000
H -0.621430 -2.806232 4.703905 -0.007 -0.004 -0.005
H -1.386805 -2.152457 6.155337 0.004 0.007 0.010
H 0.302644 -1.793957 5.818965 0.015 -0.001 -0.010
H 4.271866 -1.765726 2.764227 -0.013 0.001 0.015
H 5.590076 -0.588502 2.790194 0.004 0.003 -0.001
H 4.491118 -0.646074 1.415948 -0.001 -0.003 -0.008
H 3.616673 -0.855057 5.082262 -0.002 -0.007 -0.004
H 3.281372 0.875630 5.280795 -0.002 0.003 0.002
H 4.917672 0.322237 4.951500 0.005 0.000 -0.007
H 3.977200 1.838266 1.710847 -0.006 -0.002 -0.008
H 5.090749 1.888669 3.073468 0.003 -0.004 0.002
H 3.425858 2.446042 3.274153 -0.013 -0.007 0.005
H 1.403553 -0.427831 -5.100710 0.011 0.004 -0.008
H -2.688512 -1.552021 -3.560815 -0.005 0.008 0.007
H -1.601092 -2.514092 -4.573805 0.010 0.003 0.009
H -2.973838 -1.675546 -5.296363 -0.006 0.007 0.001
H -2.673063 1.027587 -3.801962 -0.004 -0.009 -0.017
H -2.955363 0.848146 -5.531665 0.002 0.006 -0.008
H -1.574142 1.791523 -4.961074 0.012 0.000 -0.003
H -0.133479 -1.402707 -6.318301 -0.001 -0.008 0.008
H -0.134716 0.363275 -6.486625 0.009 0.001 0.005
H -1.558727 -0.571798 -6.926274 -0.006 0.005 0.002
N -2.072815 -4.355922 -1.153215 -0.018 0.036 0.009
C -2.544005 -3.157696 -0.808724 0.070 -0.070 -0.017
O -1.719926 -2.271332 -0.395316 -0.170 0.009 -0.010
C -3.933971 -2.872054 -0.901962 -0.093 -0.009 0.029
C -4.242556 -1.601855 -0.444762 -0.041 0.008 -0.065
N -4.297768 -0.504394 -0.041216 0.298 -0.048 -0.116
C -4.879940 -3.789825 -1.411041 -0.011 -0.051 -0.023
N -5.582037 -4.593227 -1.843713 0.000 -0.008 0.003
H -1.084756 -4.528017 -1.083121 -0.004 0.000 0.000
H -2.691500 -5.095529 -1.442664 -0.003 0.003 -0.002
N -3.646776 4.439493 3.663376 -0.024 0.064 -0.029
C -2.565349 4.267073 2.870290 0.028 0.137 -0.083
O -1.434498 4.569111 3.182163 0.006 -0.138 0.059
C -2.845877 3.656179 1.520002 0.017 -0.046 0.017
C -3.503133 4.335029 0.505282 -0.055 -0.033 0.052
C -3.651040 3.717592 -0.726990 0.023 -0.037 -0.027
C -3.146704 2.444660 -0.900434 0.111 0.060 -0.057
N -2.499187 1.792536 0.074514 -0.183 -0.211 0.112
C -2.359027 2.387545 1.262396 0.171 0.081 -0.074
H -3.521658 4.899942 4.550356 -0.013 -0.007 0.003
H -4.573685 4.203357 3.357802 0.002 -0.021 0.026
H -3.888590 5.332691 0.673619 -0.001 0.008 -0.005
H -4.152774 4.209478 -1.547411 -0.005 0.006 0.004
H -3.244561 1.919897 -1.840725 -0.028 0.014 0.005
H -1.824055 1.839660 2.025787 -0.027 0.012 0.029
```
Positions in Å, forces in eV/Å.

(2)
8 unconnected molecules or ions with the total composition C38H50BrCl2F7N2O25P, computed with the ωB97M-V functional and the def2-TZVPD basis.

## Properties
Highest occupied orbital energy, eV: -11.849
Orbital gap, eV: 9.357
Total charge: +1
Spin multiplicity: 1

The geometry in XYZ format:
```
126
Properties=species:S:1:pos:R:3:forces:R:3
C -3.709297 1.035853 -0.198629 -0.385 -0.398 -0.286
C -4.185008 -0.385264 -0.517423 0.141 0.878 0.023
C -3.070038 -1.406258 -0.501335 -0.432 -0.597 0.101
O -2.721009 -1.846221 -1.839426 0.114 0.317 0.184
C -1.399302 -1.889133 -2.209827 0.044 -0.229 -0.242
N -0.791332 -0.528100 -2.347928 -0.200 -1.091 0.309
C -1.485869 0.500570 -2.901856 -1.561 0.378 -0.177
C -2.864870 0.454354 -3.442594 -0.229 -0.206 -0.991
C -2.848987 -0.178997 -4.869654 -0.079 -0.027 0.508
C -3.522613 -1.525106 -4.872464 1.069 -1.439 0.140
O -2.857872 -2.534172 -5.028069 -1.028 0.968 -0.130
O -4.859608 -1.603747 -4.655476 0.324 -0.213 -0.104
C -0.706471 1.582857 -2.923929 0.865 0.058 0.470
C -1.036172 2.932590 -3.446311 0.269 -0.170 -0.306
C -0.884698 2.942048 -4.973831 0.078 -0.465 0.474
C 0.546820 2.793687 -5.413017 0.294 0.154 -0.144
Br -1.749984 4.486313 -5.746037 0.004 0.098 0.049
N 0.500377 1.169209 -2.360230 2.029 0.524 0.119
P 1.827596 2.374554 -2.198634 -0.210 1.621 0.057
C 2.445661 2.282303 -0.476715 -0.450 -0.020 -0.543
O 3.001565 1.807985 -3.195144 -0.085 -0.342 0.409
C 0.447632 -0.124416 -2.042919 -0.842 -0.024 0.160
C 1.439108 -1.082522 -1.469854 0.050 0.073 0.649
Cl 3.115946 -0.593512 -1.620605 0.110 -0.120 -0.272
C 1.126908 -1.573340 -0.018501 0.647 -1.178 -0.601
C 1.559969 -3.048228 0.007073 0.185 0.465 -0.444
Cl 2.017806 -0.722651 1.245621 -0.393 0.426 0.237
H -3.576520 1.121672 0.868958 0.299 0.164 0.290
H -2.785338 1.273686 -0.716134 0.255 0.143 -0.003
H -4.466314 1.751765 -0.493939 -0.135 0.286 -0.026
H -4.929454 -0.632894 0.222353 -0.187 -0.329 0.224
H -4.703743 -0.395474 -1.470715 -0.143 -0.236 -0.150
H -2.218227 -1.025882 0.049659 0.411 0.096 -0.047
H -3.445387 -2.265618 0.033914 0.230 -0.478 0.013
H -1.384109 -2.334284 -3.198240 0.005 -0.071 -0.204
H -0.765844 -2.492663 -1.568477 0.036 0.033 0.336
H -3.246580 1.458224 -3.527223 0.025 0.439 0.090
H -3.547848 -0.073598 -2.800720 0.096 -0.037 0.066
H -1.817756 -0.361073 -5.133530 0.216 -0.139 -0.285
H -3.252518 0.490883 -5.618063 -0.400 0.092 -0.064
H -5.114507 -1.161756 -3.838394 -0.094 0.333 -0.088
H -0.382456 3.656225 -2.987622 0.013 0.433 0.096
H -2.063982 3.123415 -3.176568 -0.279 0.317 0.091
H -1.413631 2.068653 -5.324355 -0.447 -0.004 -0.422
H 1.204129 3.487898 -4.905882 0.071 0.339 0.052
H 0.657199 2.927525 -6.479980 -0.053 0.080 -0.262
H 0.911187 1.797502 -5.186224 0.015 -0.311 0.132
H 2.335493 3.300403 -0.125070 -0.029 0.298 0.113
H 3.497563 2.034598 -0.440557 0.136 -0.360 0.063
H 1.833942 1.665484 0.165359 0.127 -0.290 0.202
H 3.512948 2.589051 -3.436499 0.068 0.017 -0.382
H 1.363985 -1.987976 -2.054235 -0.080 -0.185 -0.405
H 0.064755 -1.525354 0.149651 -0.336 0.479 0.419
H 0.794762 -3.695617 -0.408357 -0.243 -0.181 0.114
H 1.855933 -3.348686 0.993533 -0.156 -0.299 0.439
H 2.422608 -3.150093 -0.642215 0.353 -0.177 0.025
C 5.996813 -2.607250 -5.250740 0.227 0.207 0.061
C 4.742515 -2.831152 -6.062263 0.126 -0.366 -0.119
O 3.969106 -3.654763 -5.202780 -0.051 0.425 0.121
C 4.336293 -3.359657 -3.925698 0.127 -0.145 0.049
O 3.724266 -3.671777 -2.959761 -0.185 0.018 0.097
O 5.492040 -2.655950 -3.908924 -0.106 -0.024 -0.194
F 4.993285 -3.496675 -7.210823 -0.071 0.005 0.048
H 6.721762 -3.408147 -5.397048 -0.104 -0.086 -0.100
H 6.472760 -1.651872 -5.453528 -0.069 0.065 0.203
H 4.182867 -1.922127 -6.290609 -0.014 -0.032 -0.111
C -0.932316 5.595868 0.816769 0.133 0.343 -0.095
C -1.532106 4.345630 0.223741 0.176 -0.116 0.362
O -2.071135 3.695506 1.351247 -0.245 0.228 -0.172
C -2.394340 4.674661 2.263348 0.148 0.184 0.197
O -3.090049 4.504567 3.201218 -0.011 -0.133 0.090
O -1.805569 5.843313 1.924536 -0.045 -0.267 -0.210
F -0.574189 3.537198 -0.322795 -0.050 -0.103 -0.139
H 0.083213 5.430837 1.179602 -0.015 -0.098 -0.023
H -0.927252 6.437771 0.129315 -0.172 0.096 0.134
H -2.321887 4.522187 -0.509709 0.119 -0.147 -0.155
C -1.482565 -5.288270 -4.060534 -0.346 0.117 0.091
C -0.926280 -6.496170 -4.775773 0.323 0.205 -0.169
O 0.270471 -6.749734 -4.053851 -0.380 -0.111 0.273
C 0.081238 -6.298837 -2.781348 0.189 0.005 -0.111
O 0.766421 -6.566917 -1.855949 0.072 0.077 0.094
O -1.010659 -5.491110 -2.721198 0.008 0.006 -0.139
F -0.617847 -6.221624 -6.064582 0.037 -0.046 0.081
H -1.072118 -4.357238 -4.451395 0.069 -0.108 -0.199
H -2.566989 -5.233746 -4.088157 0.000 -0.003 0.188
H -1.565651 -7.379310 -4.740286 0.021 -0.022 -0.113
C -1.183836 -3.008301 4.088550 0.351 -0.005 -0.157
C -2.423855 -3.558202 4.747766 0.064 0.255 0.205
O -3.419119 -2.644220 4.321176 0.025 -0.255 -0.260
C -3.028159 -2.143700 3.121060 -0.007 0.098 0.321
O -3.748103 -1.551348 2.389538 0.097 0.152 -0.217
O -1.718705 -2.415581 2.890292 -0.210 -0.082 0.139
F -2.328946 -3.513873 6.094415 -0.099 0.003 0.068
H -0.710709 -2.234170 4.694297 -0.152 -0.011 0.108
H -0.457218 -3.777863 3.855551 0.021 -0.022 -0.284
H -2.697793 -4.566859 4.435215 -0.033 -0.034 0.139
C -2.863713 0.866630 8.051737 -0.256 0.184 -0.009
C -2.231613 -0.391921 7.506866 0.262 0.149 -0.025
O -1.332752 -0.756407 8.530584 -0.360 -0.083 0.036
C -1.852590 -0.284018 9.709623 0.013 0.171 0.092
O -1.500036 -0.623519 10.782030 0.095 -0.020 0.057
O -2.833419 0.623123 9.460286 0.140 -0.170 -0.190
F -1.526658 -0.150659 6.362283 -0.008 -0.107 0.017
H -2.269028 1.751809 7.820021 0.106 -0.088 -0.080
H -3.881743 1.019537 7.703498 -0.061 -0.052 0.200
H -2.931392 -1.209284 7.328044 0.061 -0.017 -0.177
C 2.193386 4.186410 5.299485 0.229 -0.234 0.081
C 0.706516 4.239974 5.038738 -0.056 0.208 0.220
O 0.594437 5.348661 4.156280 0.113 -0.368 -0.260
C 1.772101 5.434230 3.475811 0.197 0.051 0.074
O 1.934572 6.067243 2.484576 -0.109 0.039 -0.106
O 2.726241 4.690248 4.069928 -0.168 0.208 0.198
F 0.002915 4.491371 6.165612 -0.029 0.039 -0.060
H 2.483553 4.844021 6.119676 -0.161 0.061 0.021
H 2.557702 3.181540 5.497776 0.058 0.003 -0.214
H 0.299431 3.350708 4.553444 -0.069 0.003 0.073
C 6.164728 1.098979 3.713413 0.242 -0.026 -0.196
C 5.232076 0.279273 4.574577 0.108 0.186 0.295
O 4.029464 1.034515 4.519900 0.015 -0.186 -0.296
C 4.026405 1.698022 3.330494 0.082 0.134 -0.098
O 3.070819 2.208826 2.850139 -0.164 -0.082 -0.062
O 5.256422 1.685924 2.769380 -0.064 -0.151 0.198
F 5.655175 0.208788 5.855031 -0.085 0.017 -0.017
H 6.655119 1.887166 4.285038 -0.083 -0.035 0.135
H 6.918152 0.500530 3.209105 -0.117 0.036 -0.190
H 5.041529 -0.729488 4.204026 0.001 -0.034 0.101
```
Positions in Å, forces in eV/Å.